No. 1
Formula: C18H23N2
Source: OMol25
Level of theory: ωB97M-V/def2-TZVPD

The structure (SMILES) is CN[N+](C)(C)[C@H](/C=C/c1ccccc1)c1ccccc1. Its spin multiplicity is 1. The net charge is +1. For the HOMO energy, the calculation gives -11.40 eV.

Structure (XYZ):
```
43
C18H23N2 (ωB97M-V/def2-TZVPD)
C 0.31 -0.51 -0.76
C -0.75 -1.28 -1.61
C -0.53 -1.69 -2.93
C -1.36 -2.64 -3.52
C -2.64 -2.87 -2.97
C -2.98 -2.24 -1.77
C -2.05 -1.41 -1.12
C -0.24 0.70 -0.05
C 0.39 1.89 0.09
C -0.05 3.06 0.83
C 0.80 4.20 0.97
C 0.39 5.36 1.64
C -0.91 5.47 2.16
C -1.79 4.41 1.93
C -1.38 3.24 1.26
H 1.22 -0.30 -1.34
H 0.37 -1.35 -3.42
H -1.11 -3.08 -4.48
H -3.35 -3.53 -3.47
H -4.02 -2.31 -1.37
H -2.37 -0.97 -0.16
H -1.26 0.63 0.34
H 1.43 1.98 -0.21
H 1.82 4.13 0.58
H 1.09 6.19 1.79
H -1.25 6.37 2.67
H -2.82 4.46 2.30
H -2.09 2.43 1.10
C 2.08 -2.50 -0.78
N 1.35 -1.51 0.11
C 2.27 -0.60 0.82
N 0.48 -2.10 1.05
C 1.11 -2.78 2.16
H 3.17 -2.33 -0.69
H 1.87 -3.53 -0.44
H 1.76 -2.38 -1.83
H 3.12 -1.15 1.33
H 2.67 0.18 0.12
H 1.63 -0.20 1.60
H -0.20 -2.65 0.53
H 0.35 -2.79 2.96
H 1.51 -3.80 1.97
H 1.96 -2.20 2.56
```

Here are the Löwdin charges for atoms 1 to 6, given in e: C -0.1209; C -0.1869; C -0.0451; C -0.0575; C -0.0587; C -0.0596



No. 2
Formula: C18H23N2O6P
Source: OMol25
Level of theory: ωB97M-V/def2-TZVPD

The structure (SMILES) is O=COCCCC[C@H]1OC(=O)O[C@H]1[PH2]=O.c1ccncc1.c1ccncc1. Its spin multiplicity is 1. For the HOMO energy, the calculation gives -9.33 eV.

Structure (XYZ):
```
50
C18H23N2O6P (ωB97M-V/def2-TZVPD)
O 3.82 -1.80 -0.42
C 3.30 -1.12 -1.20
O 3.74 0.13 -1.46
C 2.85 0.92 -2.27
C 2.45 2.23 -1.51
C 0.98 2.64 -1.75
C -0.02 2.15 -0.68
C -0.01 0.65 -0.44
O -0.37 0.16 0.87
C -0.35 -1.22 0.63
O 0.29 -2.02 1.13
O -1.26 -1.39 -0.41
C -0.93 -0.29 -1.29
P -2.36 0.38 -2.26
O -1.90 0.94 -3.57
H 2.40 -1.50 -1.73
H 3.34 1.12 -3.23
H 1.89 0.39 -2.47
H 3.08 3.02 -1.98
H 2.75 2.20 -0.45
H 0.95 3.75 -1.73
H 0.67 2.37 -2.78
H 0.25 2.66 0.27
H -1.03 2.52 -0.94
H 1.00 0.22 -0.58
H -0.33 -0.78 -2.08
H -3.18 1.27 -1.53
H -3.16 -0.74 -2.57
N 5.55 0.28 4.70
C 5.48 0.63 3.42
C 5.00 -0.21 2.42
C 4.57 -1.48 2.78
C 4.64 -1.86 4.11
C 5.13 -0.94 5.03
H 5.83 1.63 3.18
H 4.96 0.12 1.39
H 4.19 -2.16 2.03
H 4.31 -2.84 4.43
H 5.20 -1.19 6.08
N -5.45 -0.62 -1.21
C -5.69 0.04 -0.08
C -6.76 -0.23 0.76
C -7.63 -1.25 0.40
C -7.40 -1.95 -0.77
C -6.30 -1.60 -1.54
H -4.99 0.83 0.16
H -6.91 0.33 1.67
H -8.48 -1.50 1.03
H -8.05 -2.75 -1.09
H -6.07 -2.12 -2.46
```

Here are the Löwdin charges for atoms 1 to 6, given in e: O 0.1203; C -0.3831; O -0.0144; C -0.1694; C -0.1522; C -0.1826



No. 3
Formula: C18H23N3O2
Source: OMol25
Level of theory: ωB97M-V/def2-TZVPD

Its spin multiplicity is 1. For the HOMO energy, the calculation gives -8.19 eV.

Structure (XYZ):
```
46
C18H23N3O2 (ωB97M-V/def2-TZVPD)
C -1.38 -2.84 -3.58
C -1.76 -1.89 -2.68
C -2.55 -0.89 -2.95
C -2.84 0.20 -1.99
C -2.30 0.17 -0.78
C -1.63 -0.85 -0.27
C -1.32 -1.72 -1.18
C -0.37 -2.93 -0.50
N -0.27 -2.55 0.78
N -1.06 -1.33 0.86
C -1.13 -0.80 2.31
O -1.61 0.27 2.34
C -0.23 -1.26 3.10
H -0.80 -2.41 3.44
C 1.28 -1.46 2.99
H 1.32 -2.00 2.30
C 1.75 0.09 2.63
O 2.26 0.74 3.60
N 1.66 0.15 1.40
H 1.17 -0.28 0.86
C 2.35 1.52 0.92
C 1.24 2.78 1.37
C -0.02 2.59 0.44
C 0.26 2.60 -1.00
C 1.41 1.06 -1.38
C 2.50 1.34 -0.63
H 3.15 2.40 -1.02
H 3.12 0.34 -0.69
H 0.66 0.52 -1.08
H 1.44 1.31 -2.48
H -0.54 2.33 -1.68
H 1.02 3.40 -1.51
H -0.58 1.75 0.68
H -0.50 3.64 0.45
H 1.11 2.83 2.22
H 1.77 3.49 1.03
H 3.30 1.61 1.39
H 1.41 -1.67 4.06
H -0.56 -0.77 4.21
H -0.04 -3.76 -0.65
H -2.90 0.95 0.08
H -3.59 1.15 -2.00
H -2.76 -0.53 -3.84
H -1.60 -3.70 -3.31
H -1.59 -2.66 -4.46
H -0.26 -2.93 -3.80
```

Here are the Löwdin charges for atoms 1 to 6, given in e: C -0.0359; C -0.2082; C -0.0372; C -0.0497; C -0.1245; C -0.3027



No. 4
Formula: C18H23N3O2
Source: OMol25
Level of theory: ωB97M-V/def2-TZVPD

Its spin multiplicity is 1. For the HOMO energy, the calculation gives -7.67 eV.

Structure (XYZ):
```
46
C18H23N3O2 (ωB97M-V/def2-TZVPD)
C 0.27 3.13 6.18
C 1.65 3.36 5.46
H 1.69 3.97 4.55
H 2.31 3.93 6.27
C 2.24 2.26 5.16
C 1.51 1.39 4.20
C 0.57 0.28 4.55
C 0.06 -0.16 3.34
C 0.22 0.26 2.07
C 0.96 1.24 1.75
C 1.92 1.72 2.84
H 2.56 2.70 2.62
H 0.99 1.75 0.73
O -0.59 -0.49 1.08
C -0.09 -0.62 -0.14
N -1.08 -0.94 -0.94
C -0.76 -1.22 -2.26
N 0.63 -1.50 -2.51
C 1.68 -1.37 -1.75
C 1.24 -1.09 -0.26
H 2.01 -0.81 0.47
C 3.08 -1.77 -1.82
H 3.17 -1.95 -3.02
H 3.38 -2.64 -1.29
H 3.88 -0.65 -1.85
N -1.51 -1.46 -3.31
C -1.31 -1.56 -4.59
H 0.07 -1.91 -4.72
C -1.54 -0.43 -5.29
H -1.40 -0.59 -6.48
O -2.73 -0.04 -5.31
C -3.14 0.32 -3.93
H -4.21 0.40 -3.91
C -2.98 -0.96 -3.02
H -3.10 -0.80 -1.95
H -3.37 -2.00 -3.43
H -2.53 1.18 -3.61
H -0.93 0.22 -4.97
H -1.67 -2.51 -4.98
H -0.58 -1.17 3.70
H 0.44 -0.13 5.40
H 2.40 1.22 6.31
H 3.36 2.27 5.00
H -0.46 2.79 5.55
H 0.47 2.67 7.15
H -0.21 4.17 6.32
```

Here are the Löwdin charges for atoms 1 to 6, given in e: C -0.0649; C -0.3487; H 0.1343; H 0.1613; C -0.3623; C -0.2097



No. 5
Formula: C18H23N3O4
Source: OMol25
Level of theory: ωB97M-V/def2-TZVPD

The structure (SMILES) is NC(=O)CC[C@@H]1OC(=O)OC1(N)N.c1ccccc1.c1ccccc1. Its spin multiplicity is 1. For the HOMO energy, the calculation gives -9.54 eV.

Structure (XYZ):
```
48
C18H23N3O4 (ωB97M-V/def2-TZVPD)
N 3.97 -1.30 -0.15
C 3.44 -2.50 -0.93
O 4.22 -3.55 -1.24
C 1.85 -2.51 -1.42
C 0.94 -3.20 -0.24
C -0.22 -2.24 0.39
O -0.96 -3.21 1.27
C -2.14 -3.52 0.44
O -2.67 -4.73 0.07
O -2.61 -2.16 0.03
C -1.37 -1.57 -0.57
N -1.29 -0.05 -0.50
N -1.43 -1.92 -2.04
H 3.17 -0.62 -0.14
H 4.14 -1.58 0.85
H 1.83 -3.26 -2.35
H 1.47 -1.45 -1.75
H 0.49 -4.25 -0.56
H 1.70 -3.45 0.65
H 0.29 -1.53 1.18
H -0.76 0.34 -1.33
H -0.71 0.22 0.33
H -1.50 -2.94 -2.22
H -0.69 -1.45 -2.61
C 2.25 3.66 -2.78
C 2.04 2.29 -2.90
C 0.82 1.81 -3.38
C -0.18 2.71 -3.75
C 0.03 4.08 -3.63
C 1.25 4.56 -3.15
H 3.20 4.03 -2.40
H 2.82 1.59 -2.62
H 0.64 0.74 -3.47
H -1.13 2.34 -4.13
H -0.74 4.78 -3.93
H 1.42 5.63 -3.05
C -1.93 2.57 4.16
C -1.89 1.73 3.05
C -1.91 0.34 3.22
C -2.00 -0.20 4.50
C -2.05 0.64 5.62
C -2.01 2.03 5.45
H -1.91 3.65 4.03
H -1.83 2.15 2.05
H -1.87 -0.31 2.36
H -2.02 -1.28 4.64
H -2.12 0.22 6.61
H -2.05 2.68 6.31
```

Here are the Löwdin charges for atoms 1 to 6, given in e: N 0.0710; C -0.3230; O -0.0512; C -0.1146; C -0.1147; C -0.1803



No. 6
Formula: C18H23N5O3Sn
Source: OMol25
Level of theory: ωB97M-V/def2-TZVPD

Its spin multiplicity is 1. The net charge is +2. For the HOMO energy (alpha / beta), the calculation gives -11.46 / -11.70 eV.

Structure (XYZ):
```
50
C18H23N5O3Sn (ωB97M-V/def2-TZVPD)
C 4.78 0.19 0.68
C 5.07 -1.04 0.25
H 4.59 0.35 1.75
H 4.81 1.05 -0.03
C 4.29 -2.02 -0.44
C 2.90 -2.02 -0.51
H 2.27 -2.22 0.33
H 2.54 -2.58 -1.39
C 6.60 -1.17 0.52
H 6.96 -0.32 1.14
H 7.19 -1.11 -0.41
H 6.95 -2.09 1.00
C 5.22 -3.07 -1.02
H 5.79 -3.62 -0.26
H 6.02 -2.59 -1.61
H 4.76 -3.81 -1.66
Sn -2.03 -0.97 0.66
O -1.45 1.22 0.27
C -0.44 1.44 -0.45
O -2.55 -0.32 -1.50
C -1.73 0.32 -2.20
O -1.77 0.32 -3.50
N -0.61 1.06 -1.76
C -0.51 0.95 -3.99
C 0.40 1.17 -2.82
H -0.77 1.89 -4.46
H -0.09 0.25 -4.70
H 0.97 2.11 -2.79
H 1.10 0.33 -2.70
C 0.49 2.35 0.06
C 0.41 2.50 1.43
H 1.20 2.93 -0.61
H 0.34 1.57 2.05
H 0.96 3.32 1.89
N -6.33 -0.49 1.12
C -6.50 -1.54 0.22
C -5.26 -1.97 -0.12
N -4.32 -1.21 0.56
C -4.99 -0.32 1.32
C -4.24 0.58 2.19
N -2.91 0.44 2.24
C -2.39 1.57 2.83
C -3.41 2.36 3.26
N -4.59 1.73 2.85
H -7.05 0.06 1.56
H -7.48 -1.90 -0.09
H -4.95 -2.77 -0.79
H -1.35 1.78 2.79
H -3.35 3.29 3.78
H -5.54 2.03 3.07
```

Here are the Löwdin charges for atoms 1 to 6, given in e: C 0.0044; C -0.3391; H 0.0870; H 0.0930; C -0.3095; C 0.0188



No. 7
Formula: C18H23N5OS
Source: OMol25
Level of theory: ωB97M-V/def2-TZVPD

The structure (SMILES) is O=C(CSc1nnnn1-c1cccc2c1CCCC2)N1CCCCC1. Its spin multiplicity is 1. For the HOMO energy, the calculation gives -9.00 eV.

Structure (XYZ):
```
48
C18H23N5OS (ωB97M-V/def2-TZVPD)
O -0.22 3.71 -1.20
C 0.66 3.21 -0.53
N 1.73 2.59 -1.08
C 2.77 1.86 -0.40
H 2.72 2.02 0.68
C 2.65 0.37 -0.71
C 2.70 0.14 -2.22
C 1.63 0.98 -2.91
C 1.79 2.45 -2.52
H 1.00 3.06 -2.95
H 2.76 2.83 -2.87
H 1.71 0.88 -4.00
H 0.64 0.64 -2.61
H 2.56 -0.92 -2.45
H 3.69 0.43 -2.59
H 3.45 -0.17 -0.21
H 1.70 0.00 -0.31
H 3.74 2.23 -0.76
C 0.61 3.30 0.99
H -0.25 3.91 1.27
H 1.52 3.70 1.42
S 0.33 1.65 1.73
C -1.38 1.72 1.95
N -2.17 2.78 1.99
N -3.38 2.31 2.21
N -3.40 1.05 2.32
N -2.14 0.62 2.16
C -1.74 -0.74 2.22
C -1.60 -1.32 3.46
C -1.22 -2.65 3.54
C -0.98 -3.36 2.38
C -1.13 -2.77 1.13
C -1.50 -1.44 1.03
C -1.71 -0.75 -0.29
C -1.13 -1.55 -1.46
C -1.53 -3.01 -1.34
C -0.87 -3.60 -0.10
H 0.21 -3.66 -0.26
H -1.22 -4.62 0.07
H -2.61 -3.09 -1.25
H -1.22 -3.57 -2.23
H -0.04 -1.48 -1.45
H -1.49 -1.12 -2.40
H -2.79 -0.62 -0.44
H -1.27 0.25 -0.28
H -0.69 -4.40 2.44
H -1.11 -3.12 4.50
H -1.80 -0.75 4.35
```

Here are the Löwdin charges for atoms 1 to 6, given in e: O 0.0625; C -0.5199; N -0.0639; C -0.1704; H 0.0879; C -0.1802



No. 8
Formula: C18H23NO4
Source: OMol25
Level of theory: ωB97M-V/def2-TZVPD

The structure (SMILES) is COc1cc2c(c(OC)c1O)CN1CC[C@]23C=C[C@H](OC)C[C@@H]13. Its spin multiplicity is 1. For the HOMO energy, the calculation gives -8.07 eV.

Structure (XYZ):
```
46
C18H23NO4 (ωB97M-V/def2-TZVPD)
O 3.55 3.01 1.09
O 1.32 4.28 0.30
O 3.91 0.18 0.62
O -3.27 -2.19 1.26
C -2.12 0.46 -0.59
C -3.17 -0.35 -0.21
C 0.30 2.16 -0.37
C 1.37 2.91 0.14
C 2.58 2.24 0.48
C 2.74 0.84 0.28
C 1.64 0.09 -0.22
C 0.40 0.76 -0.48
N 0.63 -2.00 -1.08
C 0.33 4.79 1.20
C 4.15 0.24 2.06
C -3.79 -3.55 1.49
C 1.83 -1.42 -0.42
C 0.43 -1.52 -2.47
C -0.55 -0.34 -2.48
C -0.79 -0.09 -1.00
C -1.78 -2.43 -0.68
C -3.09 -1.83 -0.13
C -0.59 -1.52 -0.39
H 3.23 3.92 0.98
H -2.31 1.51 -0.71
H -4.11 0.14 0.10
H -0.63 2.68 -0.65
H 0.04 5.79 0.81
H 0.75 4.95 2.20
H -0.57 4.19 1.30
H 3.31 -0.05 2.65
H 4.47 1.19 2.37
H 4.95 -0.47 2.25
H -4.46 -3.91 0.70
H -2.96 -4.26 1.67
H -4.40 -3.48 2.38
H 2.02 -1.93 0.52
H 2.75 -1.57 -1.02
H 1.38 -1.23 -2.96
H 0.00 -2.37 -3.02
H -1.50 -0.62 -2.96
H -0.17 0.57 -2.96
H -1.63 -3.41 -0.23
H -1.91 -2.60 -1.77
H -3.89 -2.27 -0.72
H -0.39 -1.52 0.67
```

Here are the Löwdin charges for atoms 1 to 6, given in e: O 0.0612; O -0.1139; O -0.0821; O -0.1661; C 0.0126; C 0.0029



No. 9
Formula: C18H23NO4S
Source: OMol25
Level of theory: ωB97M-V/def2-TZVPD

The structure (SMILES) is CCOC(=O)c1c(NC(=O)CCc2ccc(CC)o2)sc(C)c1C. Its spin multiplicity is 1. For the HOMO energy, the calculation gives -7.81 eV.

Structure (XYZ):
```
47
C18H23NO4S (ωB97M-V/def2-TZVPD)
C -1.42 -1.69 -3.58
C -0.28 -2.19 -2.70
H -0.62 -2.97 -2.01
H 0.54 -2.59 -3.31
O 0.21 -1.08 -1.94
C 1.18 -1.37 -1.04
O 1.59 -2.50 -0.90
C 1.62 -0.20 -0.29
C 0.93 1.00 -0.24
N -0.26 1.30 -0.85
C -0.98 2.41 -0.52
O -0.52 3.29 0.17
C -2.40 2.39 -1.05
H -2.44 1.90 -2.02
H -2.75 3.42 -1.14
C -3.29 1.65 -0.03
C -2.87 0.23 0.16
C -3.27 -0.93 -0.43
C -2.47 -1.96 0.12
C -1.62 -1.36 1.01
O -1.87 -0.03 1.04
C -0.57 -1.90 1.91
H 0.09 -1.08 2.21
C -1.18 -2.55 3.16
H -0.39 -2.94 3.80
H -1.76 -1.82 3.72
H -1.84 -3.37 2.87
H 0.02 -2.64 1.37
H -2.51 -3.01 -0.11
H -4.05 -1.04 -1.15
H -4.32 1.67 -0.38
H -3.24 2.17 0.93
H -0.66 0.56 -1.42
S 1.67 2.16 0.79
C 2.95 1.04 1.16
C 2.79 -0.16 0.54
C 3.77 -1.28 0.70
H 3.87 -1.54 1.76
H 4.75 -0.98 0.34
H 3.44 -2.16 0.16
C 4.06 1.43 2.07
H 3.92 2.45 2.41
H 5.02 1.36 1.57
H 4.09 0.77 2.94
H -1.79 -2.51 -4.18
H -1.07 -0.89 -4.23
H -2.23 -1.31 -2.96
```

Here are the Löwdin charges for atoms 1 to 6, given in e: C -0.0531; C -0.2185; H 0.1182; H 0.1303; O -0.0405; C -0.4301



No. 10
Formula: C18H23NO5
Source: OMol25
Level of theory: ωB97M-V/def2-TZVPD

The structure (SMILES) is CCOc1cc(C(=O)NCc2ccco2)cc(OCC)c1OCC. Its spin multiplicity is 1. For the HOMO energy, the calculation gives -8.29 eV.

Structure (XYZ):
```
47
C18H23NO5 (ωB97M-V/def2-TZVPD)
C -3.73 -0.63 1.82
C -2.26 -0.49 1.48
O -2.15 0.47 0.45
C -0.93 0.70 -0.13
C 0.24 0.14 0.34
C 1.46 0.43 -0.26
C 1.50 1.26 -1.36
C 0.33 1.83 -1.86
C -0.91 1.57 -1.24
O -1.98 2.26 -1.73
C -3.30 1.73 -1.69
C -3.44 0.41 -2.44
H -3.12 0.52 -3.47
H -2.83 -0.36 -1.97
H -4.48 0.09 -2.42
H -3.64 1.62 -0.66
H -3.90 2.50 -2.18
O 0.51 2.69 -2.91
C -0.35 2.63 -4.03
C -0.29 1.27 -4.72
H 0.73 1.04 -5.01
H -0.92 1.28 -5.61
H -0.64 0.49 -4.05
H -1.38 2.87 -3.75
H 0.03 3.41 -4.70
H 2.43 1.47 -1.85
C 2.74 -0.18 0.22
O 3.62 -0.57 -0.52
N 2.84 -0.26 1.58
H 2.11 0.13 2.15
C 3.96 -0.89 2.23
C 3.50 -1.95 3.18
C 3.58 -2.04 4.54
C 2.95 -3.26 4.90
C 2.52 -3.81 3.73
O 2.85 -3.03 2.69
H 1.99 -4.72 3.51
H 2.83 -3.66 5.88
H 4.04 -1.34 5.20
H 4.56 -1.32 1.43
H 4.55 -0.16 2.78
H 0.21 -0.54 1.18
H -1.69 -0.17 2.36
H -1.86 -1.46 1.14
H -3.86 -1.36 2.62
H -4.29 -0.95 0.95
H -4.12 0.33 2.15
```

Here are the Löwdin charges for atoms 1 to 6, given in e: C -0.0584; C -0.2521; O -0.0807; C -0.1706; C 0.0276; C -0.1328



The following ΔE to the lowest compared entry with this formula, charge and spin values (in eV) correspond, in order, to the records above: 2.8880, 1.5893, 20.7232, 16.3116, 7.4165, 3.6932, 0.7026, 3.8359, 0.4873, 3.4986.
The following energy values (in eV) correspond, in order, to the records above: -22010.378, -43591.276, -27585.565, -27589.976, -31694.590, -38444.113, -39372.622, -28716.893, -39555.630, -30765.664.